Entry 1:
DFT (the ωB97M-V functional and the def2-TZVPD basis) results for C3H4O3Zn as an isolated structure.

As for the net charge: +2. The gap between HOMO and LUMO is 10.080 eV. The relative energy (zero: lowest compared OMol25 entry of this formula, charge and spin) is 0.0 kJ/mol.

Last column: natural (NBO) charge in e.
Positions of all 11 atoms, in Å:
H  2.453  -0.367  1.930  0.33
O  0.188  -0.927  0.328  -0.83
Zn  -1.150  -1.444  -0.705  1.82
C  1.256  -0.311  0.226  0.60
C  1.893  0.387  1.348  -0.76
H  1.694  -0.187  -0.779  0.19
H  2.544  1.177  0.939  0.29
H  1.118  0.866  1.968  0.29
O  -2.625  -0.611  -1.482  -0.80
C  -3.365  0.243  -1.793  1.13
O  -4.006  1.174  -1.981  -0.27


Entry 2:
DFT (the ωB97M-V functional and the def2-TZVPD basis) results for one molecule with the formula C4H4F4.

As for the net charge: 0. The gap between HOMO and LUMO (alpha / beta) is 8.007 / 9.849 eV. The relative energy (zero: lowest compared OMol25 entry of this formula, charge and spin) is 226.7 kJ/mol.

Last column: natural (NBO) charge in e.
Positions of all 12 atoms, in Å:
C  -0.149  0.626  0.071  -0.57
C  -0.898  -0.326  -0.771  0.26
C  1.560  -1.150  0.199  0.21
C  1.337  0.285  -0.131  0.59
F  -1.824  -1.094  -0.206  -0.32
F  2.807  -1.611  0.036  -0.31
F  1.650  0.565  -1.429  -0.34
F  2.182  1.131  0.576  -0.35
H  -0.299  1.667  -0.236  0.25
H  -0.428  0.518  1.118  0.25
H  -0.746  -0.490  -1.822  0.17
H  1.063  -1.594  1.047  0.16


Entry 3:
DFT (the ωB97M-V functional and the def2-TZVPD basis) results for a 2-piece molecular cluster, CH4Cl2OP overall.

As for the net charge: +1. The gap between HOMO and LUMO is 8.907 eV. The relative energy (zero: lowest compared OMol25 entry of this formula, charge and spin) is 223.7 kJ/mol.

Last column: natural (NBO) charge in e.
Positions of all 9 atoms, in Å:
C  1.029  -0.582  1.253  -0.27
O  -1.222  -0.651  -0.764  -0.98
P  -0.362  0.630  -0.517  1.33
Cl  0.664  1.005  -2.159  -0.13
Cl  -1.643  2.326  -0.265  -0.16
H  1.794  -0.426  0.580  0.21
H  0.577  -1.535  1.334  0.22
H  0.911  0.009  2.121  0.22
H  -1.748  -0.775  -1.582  0.55


Entry 4:
DFT (the ωB97M-V functional and the def2-TZVPD basis) results for one molecule with the formula C6H9N.

As for the net charge: 0. The gap between HOMO and LUMO is 8.782 eV. The relative energy (zero: lowest compared OMol25 entry of this formula, charge and spin) is 18.6 kJ/mol. As for the SMILES: Cc1ccc(C)[nH]1.

Last column: natural (NBO) charge in e.
Positions of all 16 atoms, in Å:
C  0.942  1.910  -1.401  -0.64
C  0.660  0.645  -0.649  0.12
C  1.502  -0.341  -0.213  -0.29
C  0.730  -1.283  0.536  -0.30
C  -0.563  -0.833  0.557  0.12
C  -1.760  -1.239  1.362  -0.64
N  -0.600  0.340  -0.169  -0.52
H  0.254  2.705  -1.095  0.22
H  1.956  2.258  -1.174  0.23
H  0.870  1.796  -2.489  0.22
H  2.571  -0.365  -0.383  0.21
H  1.102  -2.171  1.030  0.22
H  -2.697  -0.869  0.927  0.21
H  -1.836  -2.324  1.462  0.22
H  -1.691  -0.811  2.370  0.22
H  -1.439  0.582  -0.670  0.40


- Which value of net charge does entry 2 give?
  0


- What is the net charge in the fourth record?
  0


- Among the records above, which one has the highest net charge?
  C3H4O3Zn